w.
DFT (ωB97M-V/def2-TZVPD) results for 2 unconnected molecules or ions with the total composition C3H8BNO.

Summary:
Charge: 0
Multiplicity: 1
LUMO (eV): 0.55
SMILES string: [H]/N=B/C=C/C.O
Highest occupied orbital energy (eV): -9.71
Kohn-Sham gap (eV): 10.263

The geometry in XYZ format:
```
14
Properties=species:S:1:pos:R:3:lowdin_charge:R:1
H -3.625 -1.027 0.493 -0.004
N -2.701 -1.077 0.283 0.246
B -1.474 -0.909 0.351 -0.324
C -0.016 -0.917 -0.049 -0.082
C 0.829 0.104 0.030 -0.197
C 2.269 0.113 -0.449 -0.106
H 0.407 -1.905 -0.482 0.127
H 0.526 1.057 0.602 0.135
H 2.721 1.116 -0.567 0.073
H 2.494 -0.611 -1.286 0.093
H 2.823 -0.223 0.454 0.081
O -2.242 2.293 -0.407 -0.128
H -2.168 1.311 -0.326 -0.009
H -2.543 2.545 -1.369 0.096
```

x.
DFT (ωB97M-V/def2-TZVPD) results for C3H8BNO in the gas phase.

Summary:
Charge: 0
Multiplicity: 1
LUMO (eV): 0.52
SMILES string: B1CCONC1
Highest occupied orbital energy (eV): -8.60
Kohn-Sham gap (eV): 9.120

The geometry in XYZ format:
```
14
Properties=species:S:1:pos:R:3:lowdin_charge:R:1
B -0.248 -1.031 -0.464 0.013
C -1.256 0.171 -0.080 -0.110
C -0.398 1.415 0.011 -0.220
O 0.988 1.364 -0.475 -0.210
N 1.777 0.391 0.149 -0.083
C 1.383 -0.962 -0.175 -0.141
H -0.436 -2.100 -0.876 0.048
H -1.831 0.332 -1.084 0.140
H -1.867 0.248 0.724 0.056
H -0.771 2.393 -0.465 0.145
H -0.008 1.697 1.068 0.135
H 1.683 0.656 1.072 0.068
H 1.634 -1.522 0.692 0.100
H 1.966 -1.372 -0.909 0.060
```

Decreasing stability: w, x

w.
DFT (ωB97M-V/def2-TZVPD) results for 3 unconnected molecules or ions with the total composition C3H9NO.

Summary:
Charge: 0
Multiplicity: 1
LUMO (eV): -3.83
Highest occupied orbital energy (eV): -8.10
Kohn-Sham gap (eV): 4.272

The geometry in XYZ format:
```
14
Properties=species:S:1:pos:R:3:lowdin_charge:R:1
C 0.076 0.080 0.439 -0.070
C 1.442 -0.224 -0.109 -0.480
C 2.478 0.461 0.496 0.246
N 1.631 -0.950 -1.176 0.192
H -0.414 0.712 -0.297 0.082
H -0.592 -0.833 0.411 0.052
H -0.025 0.517 1.434 0.089
H 2.307 0.893 1.465 0.081
H 3.424 0.685 0.016 0.094
H -2.516 -1.861 -0.164 -0.046
H 0.710 -1.193 -1.559 0.070
H -3.374 1.683 -0.496 0.020
H -3.128 1.084 -0.114 0.000
O -2.017 -1.053 -0.346 -0.330
```

x.
DFT (ωB97M-V/def2-TZVPD) results for 2 unconnected molecules or ions with the total composition C3H9NO.

Summary:
Charge: 0
Multiplicity: 1
LUMO (eV): 0.83
SMILES string: C=CO.CN
Highest occupied orbital energy (eV): -9.12
Kohn-Sham gap (eV): 9.949

The geometry in XYZ format:
```
14
Properties=species:S:1:pos:R:3:lowdin_charge:R:1
C -0.787 -1.876 0.033 -0.019
C -0.792 -1.066 -1.031 -0.325
O -1.684 -1.136 -2.060 -0.027
H -0.077 -1.563 0.902 0.082
H -1.533 -2.673 0.172 0.056
H 0.216 -0.567 -1.212 0.119
H -2.076 -2.027 -2.195 0.117
C 0.471 1.677 0.597 -0.226
N 1.857 1.762 1.057 -0.072
H 0.310 1.480 -0.524 0.077
H -0.110 2.538 0.833 0.047
H -0.098 0.790 0.980 0.048
H 1.805 1.408 2.018 0.061
H 2.498 1.253 0.431 0.062
```

y.
DFT (ωB97M-V/def2-TZVPD) results for 2 unconnected molecules or ions with the total composition C3H9NO.

Summary:
Charge: 0
Multiplicity: 1
LUMO (eV): 0.81
SMILES string: C=C.NCO
Highest occupied orbital energy (eV): -9.06
Kohn-Sham gap (eV): 9.872

The geometry in XYZ format:
```
14
Properties=species:S:1:pos:R:3:lowdin_charge:R:1
C 0.935 0.861 2.909 -0.095
C 1.949 0.015 3.074 -0.110
H 0.645 1.182 1.832 0.077
H 0.284 1.169 3.704 0.035
H 3.006 0.318 2.855 0.070
H 1.938 -0.730 3.841 0.025
N 0.249 -0.067 -1.870 -0.026
C -0.890 -0.849 -1.657 -0.300
O -2.072 0.068 -1.993 -0.099
H 0.124 0.894 -2.214 0.088
H 0.943 -0.147 -1.127 0.069
H -0.758 -1.679 -2.338 0.103
H -1.102 -1.006 -0.589 0.115
H -2.209 -0.246 -2.885 0.049
```

z.
DFT (ωB97M-V/def2-TZVPD) results for 2 unconnected molecules or ions with the total composition C3H9NO.

Summary:
Charge: 0
Multiplicity: 1
LUMO (eV): 0.77
SMILES string: C=CO.CN
Highest occupied orbital energy (eV): -9.07
Kohn-Sham gap (eV): 9.845

The geometry in XYZ format:
```
14
Properties=species:S:1:pos:R:3:lowdin_charge:R:1
C -1.156 0.533 -1.390 -0.004
C -1.160 1.224 -0.200 -0.290
O -2.263 1.232 0.610 -0.025
H -0.407 0.778 -2.171 0.055
H -2.010 -0.096 -1.706 0.063
H -0.317 1.931 0.086 0.125
H -2.434 2.127 0.870 0.085
C 1.136 -1.111 1.069 -0.217
N 2.101 -1.075 -0.045 -0.070
H 0.085 -1.200 0.704 0.046
H 1.279 -0.237 1.842 0.106
H 1.274 -2.108 1.533 0.059
H 1.816 -1.784 -0.764 0.084
H 2.055 -0.214 -0.438 -0.016
```

Decreasing stability: z, x, y, w

w.
DFT (ωB97M-V/def2-TZVPD) results for 2 unconnected molecules or ions with the total composition C3H9NO.

Summary:
Charge: 0
Multiplicity: 1
LUMO (eV): 0.85
SMILES string: C=C(C)N.O
Highest occupied orbital energy (eV): -8.20
Kohn-Sham gap (eV): 9.053

The geometry in XYZ format:
```
14
Properties=species:S:1:pos:R:3:lowdin_charge:R:1
C -0.590 0.599 -1.427 0.012
C -0.786 -0.067 -0.296 -0.502
C -1.693 0.406 0.779 -0.067
N -0.153 -1.281 -0.029 0.073
H 0.046 0.199 -2.211 0.051
H -0.999 1.574 -1.623 0.047
H -2.619 -0.166 0.826 0.082
H -1.261 0.315 1.774 0.076
H -1.919 1.452 0.657 0.072
H 0.337 -1.749 -0.769 0.082
H -0.656 -1.901 0.585 0.081
O 3.619 0.488 0.382 -0.068
H 2.991 0.601 1.102 0.028
H 3.681 -0.470 0.251 0.033
```

x.
DFT (ωB97M-V/def2-TZVPD) results for 2 unconnected molecules or ions with the total composition C3H9NO.

Summary:
Charge: 0
Multiplicity: 1
LUMO (eV): 1.06
SMILES string: C=C.NCO
Highest occupied orbital energy (eV): -9.21
Kohn-Sham gap (eV): 10.269

The geometry in XYZ format:
```
14
Properties=species:S:1:pos:R:3:lowdin_charge:R:1
C -1.859 0.814 0.048 -0.091
C -2.032 1.496 1.169 -0.084
H -1.722 -0.281 0.212 0.063
H -1.905 1.325 -0.885 0.042
H -2.362 1.144 2.132 0.046
H -2.120 2.567 1.125 0.037
N 1.108 -1.266 -1.275 -0.017
C 1.705 -0.364 -0.230 -0.335
O 2.044 -1.067 0.919 -0.060
H 0.982 -0.879 -2.206 0.051
H 0.282 -1.907 -1.189 0.081
H 2.655 0.018 -0.617 0.115
H 0.900 0.322 0.135 0.097
H 2.323 -1.922 0.664 0.057
```

y.
DFT (ωB97M-V/def2-TZVPD) results for C3H9NO in the gas phase.

Summary:
Charge: 0
Multiplicity: 1
LUMO (eV): 0.78
SMILES string: C[C@H](N)CO
Highest occupied orbital energy (eV): -8.91
Kohn-Sham gap (eV): 9.692

The geometry in XYZ format:
```
14
Properties=species:S:1:pos:R:3:lowdin_charge:R:1
C -0.578 1.390 0.097 -0.068
C -0.342 -0.045 -0.443 -0.469
N -1.412 -0.882 0.027 0.005
C 0.949 -0.618 0.177 -0.332
O 2.108 0.090 0.056 -0.085
H -0.530 1.433 1.169 0.063
H -1.601 1.748 -0.227 0.092
H 0.224 1.962 -0.428 0.084
H -0.302 0.041 -1.508 0.125
H -1.499 -0.793 1.051 0.085
H -1.368 -1.867 -0.309 0.089
H 0.970 -1.643 -0.107 0.101
H 0.794 -0.526 1.280 0.130
H 2.586 -0.291 -0.834 0.180
```

Decreasing stability: w, y, x

w.
DFT (ωB97M-V/def2-TZVPD) results for a gas-phase ion, C2H6IN2O (charge +1).

Summary:
Charge: +1
Multiplicity: 1
LUMO (alpha / beta) (eV): -5.92 / -5.90
Highest occupied orbital energy (alpha / beta) (eV): -13.48 / -13.47
Kohn-Sham gap (alpha / beta) (eV): 7.558 / 7.572

The geometry in XYZ format:
```
12
Properties=species:S:1:pos:R:3:lowdin_charge:R:1
C 0.635 0.671 -0.466 -0.378
C -3.162 1.125 1.134 -0.399
N 1.362 1.036 0.641 -0.056
N 1.062 0.813 -1.735 0.115
O 2.765 1.209 0.677 0.062
I -1.901 0.233 -0.135 1.328
H -2.956 0.883 2.103 -0.061
H -3.248 2.104 0.799 -0.055
H 0.959 0.962 1.604 0.166
H 0.452 0.434 -2.469 0.113
H 2.010 1.004 -2.016 0.119
H 2.836 1.769 1.366 0.046
```

x.
DFT (ωB97M-V/def2-TZVPD) results for a molecular structure, C2H6IN2O.

Summary:
Charge: +1
Multiplicity: 1
LUMO (eV): -4.22
Highest occupied orbital energy (eV): -12.88
Kohn-Sham gap (eV): 8.654

The geometry in XYZ format:
```
12
Properties=species:S:1:pos:R:3:lowdin_charge:R:1
C -2.106 -0.273 0.092 -0.338
C 0.678 -0.993 -0.064 0.083
N -3.158 0.370 -0.440 -0.417
N 1.487 0.268 -0.232 0.145
O -0.906 -0.144 -0.153 -0.034
I -5.078 -0.058 0.013 0.970
H -2.356 -1.025 0.733 0.099
H 0.684 -1.291 0.941 0.029
H -3.071 0.862 -1.283 0.051
H 1.578 0.754 0.681 0.184
H 1.022 0.577 -0.987 0.088
H 2.346 -0.125 -0.502 0.139
```

Decreasing stability: x, w